P.
Density functional theory data (ωB97M-V/def2-TZVPD) for a cluster of 2 separate species, C7H14O in total.

CARTESIAN COORDINATES (ANGSTROEM)
C 1.7514 0.0356 2.6516
C 0.5813 -0.5711 1.7326
C 0.0710 0.5477 0.8254
C 0.4808 0.5516 -0.5971
C 1.3896 -0.1516 -1.1836
C -1.6379 1.1864 -1.7639
C -0.3162 1.3747 -1.7177
H 2.6087 -0.1673 2.0482
H 1.8858 -0.4096 3.6402
H 1.6608 1.1144 2.7261
H 1.3556 -1.3475 1.1732
H -0.2453 -1.0508 2.3485
H 0.7511 1.3777 1.3868
H -0.9871 0.6770 1.0594
H 2.0075 -0.8682 -0.6921
H 1.6781 -0.1780 -2.2187
H -2.1149 0.6033 -1.0297
H -2.2646 1.3751 -2.6641
H 0.2713 1.8753 -2.5063
H -1.3717 -2.3701 0.0323
H -1.9976 -2.0812 -1.3981
O -2.1447 -2.0487 -0.4486

Computed properties:
**Orbital gap**: 0.3634 Ha
**LUMO**: 0.9 eV
**SMILES string**: C=CC(=C)CCC.O
**Charge**: 0

***

Q.
Density functional theory data (ωB97M-V/def2-TZVPD) for the molecule C7H14O.

CARTESIAN COORDINATES (ANGSTROEM)
C -0.1021 0.7696 -0.1569
C 0.6867 -0.1511 0.7279
C -2.5316 -0.4802 -0.1213
C -0.0262 0.6564 -1.6693
C 1.8513 0.5635 1.3970
C 1.2808 -1.4278 -0.1539
C -1.6970 0.6806 0.3684
O -2.1396 1.4838 1.1502
H 0.1480 1.8054 0.0962
H 0.0777 -0.6186 1.5078
H -2.1159 -1.4164 0.2477
H -3.5603 -0.3698 0.2189
H -2.5224 -0.5167 -1.2083
H -0.3068 -0.3304 -2.0270
H 0.9759 0.9008 -2.0165
H -0.7099 1.3710 -2.1254
H 1.4772 1.3411 2.0615
H 2.4937 1.0271 0.6507
H 2.4431 -0.1360 1.9843
H 1.8625 -2.0352 0.5354
H 1.9559 -1.0893 -0.9348
H 0.4592 -2.0281 -0.5327

Computed properties:
**Orbital gap**: 0.3672 Ha
**LUMO**: 0.9 eV
**SMILES string**: CC(=O)[C@H](C)C(C)C
**Charge**: 0

***

R.
Density functional theory data (ωB97M-V/def2-TZVPD) for a cluster of 2 separate species, C7H14O in total.

CARTESIAN COORDINATES (ANGSTROEM)
C -0.7524 -3.3239 1.5300
C 0.4240 -2.5192 1.8515
C 1.0352 -1.2741 0.7670
C 0.1141 -0.2916 0.0969
C 0.1216 0.9890 0.4201
C -0.5719 1.9705 -0.4708
C -1.0698 3.1590 -0.2474
H -0.5034 -4.4018 1.7345
H -0.8912 -3.1644 0.4884
H -1.5038 -3.6125 2.2887
H 1.3358 -3.0437 1.8381
H 0.3312 -1.9495 2.7323
H 1.6681 -1.8242 -0.0576
H 1.7989 -0.8681 1.4396
H -0.3557 -0.5331 -0.7241
H 0.5530 1.4744 1.2927
H -0.5499 1.5686 -1.4688
H -1.2182 3.5886 0.7130
H -1.7514 3.6752 -1.0052
H 0.5134 4.0425 -3.9576
H 0.8713 3.2171 -5.0569
O 0.4010 3.1211 -4.2047

Computed properties:
**Orbital gap**: 0.3453 Ha
**LUMO**: 0.9 eV
**SMILES string**: C=C/C=C/CCC.O
**Charge**: 0

***

S.
Density functional theory data (ωB97M-V/def2-TZVPD) for the molecule C7H14O.

CARTESIAN COORDINATES (ANGSTROEM)
C -0.8347 -2.0434 0.7828
O -2.2302 -2.0074 0.3642
C -0.5089 -0.7031 1.4211
C 0.9403 -0.2953 1.0757
C 1.0674 0.6344 -0.1211
C 2.0631 0.4299 -0.9825
C 0.0787 1.7740 -0.2994
C -0.5970 1.7239 -1.7067
H -0.6324 -2.9486 1.3523
H -0.3190 -2.2158 -0.1556
H -2.7053 -2.8246 0.5110
H -1.2600 -0.0126 1.0539
H -0.6247 -0.8249 2.4955
H 1.3830 0.1910 1.9236
H 1.5219 -1.1941 0.8959
H 2.2044 1.1099 -1.8156
H 2.7722 -0.3596 -0.7709
H -0.7349 1.7395 0.4147
H 0.6861 2.6694 -0.2246
H -0.2795 2.5829 -2.2908
H -1.6859 1.7381 -1.6621
H -0.3049 0.8362 -2.2614

Computed properties:
**Orbital gap**: 0.3703 Ha
**LUMO**: 1.0 eV
**SMILES string**: C=C(CC)CCCO
**Charge**: 0

***

Energetically preferred structure: Q | next structure: +84.8 kJ/mol

***

P.
Density functional theory data (ωB97M-V/def2-TZVPD) for a cluster of 2 separate species, C4H14NO in total.

CARTESIAN COORDINATES (ANGSTROEM)
C 0.5451 0.7337 -1.4824
C -0.6510 0.8519 -0.5746
N -0.3271 0.2072 0.7610
C 0.7504 0.9088 1.5274
C -1.9078 0.1922 -1.1186
H 0.9116 -0.2795 -1.6592
H 0.4190 1.1821 -2.4657
H 1.3908 1.2885 -1.0554
H -0.8064 1.9022 -0.3113
H 0.0408 -0.7374 0.5913
H -1.1653 0.0553 1.3167
H 1.6831 0.4677 1.2433
H 0.6374 0.7199 2.5883
H 0.7134 1.9614 1.2783
H -1.6908 -0.8759 -1.2699
H -2.7062 0.2018 -0.3865
H -2.1153 0.5613 -2.1174
H 0.9945 -3.0258 0.0906
H 1.9725 -2.6331 1.2056
O 1.2559 -2.2903 0.6637

Computed properties:
**Orbital gap**: 0.4865 Ha
**LUMO**: -2.9 eV
**Charge**: +1

***

Q.
Density functional theory data (ωB97M-V/def2-TZVPD) for a cluster of 2 separate species, C4H14NO in total.

CARTESIAN COORDINATES (ANGSTROEM)
C -0.0257 0.6432 -1.1220
C -0.5819 -0.3234 0.0651
C -1.4951 -1.5737 0.1780
C -1.2049 0.7354 1.0513
N 0.9838 1.5444 -0.4844
H -0.8744 1.1072 -1.7017
H 0.5047 0.1676 -2.0271
H 0.3122 -0.8155 0.5176
H -2.4986 -1.5398 -0.3609
H -1.7966 -1.7710 1.1962
H -0.9427 -2.4890 -0.0744
H -0.8679 1.7467 1.0196
H -2.3057 0.6384 0.9247
H -0.9878 0.3264 2.0464
H 0.4615 1.8999 0.3859
H 1.2054 2.3773 -1.0437
H 1.8382 0.9996 -0.2113
H 3.1077 -1.5533 0.4560
H 2.5419 -1.2058 -0.8595
O 2.6262 -0.9146 0.0444

Computed properties:
**Orbital gap**: 0.4293 Ha
**LUMO**: -3.2 eV
**Charge**: +1

***

R.
Density functional theory data (ωB97M-V/def2-TZVPD) for a cluster of 3 separate species, C4H14NO in total.

CARTESIAN COORDINATES (ANGSTROEM)
C 1.6577 -1.7069 -1.6382
C 1.6434 -0.1834 -1.6512
C 0.2382 0.2843 -1.9764
C -0.1108 1.4929 -1.1130
N -3.5689 0.5142 4.5729
H 2.5362 -2.3374 -1.5114
H 1.1814 -2.0105 -2.5875
H 2.3874 0.4131 -2.1802
H 1.6789 0.0408 -0.4960
H -0.5134 -0.4638 -1.6943
H 0.1048 0.4461 -3.0603
H 0.0071 1.0542 -0.0421
H 0.4836 2.4013 -0.9877
H -1.1414 1.7322 -1.3896
H 1.0165 -1.9878 -0.7844
H -3.3384 0.8651 3.6554
H -2.6499 0.2181 4.8807
H -4.2593 0.2757 5.2652
H 1.2183 -0.0876 1.4545
O 0.6755 -0.4572 0.7297

Computed properties:
**Orbital gap**: 0.0808 Ha
**LUMO**: -9.8 eV
**Charge**: +1

***

Energetically preferred structure: P | next structure: +172.0 kJ/mol

***

P.
Density functional theory data (ωB97M-V/def2-TZVPD) for a cluster of 2 separate species, ClH2NOS in total.

CARTESIAN COORDINATES (ANGSTROEM)
N -0.8206 -1.1676 1.2935
O 0.5121 0.6972 0.4560
S 0.0965 -0.0314 1.6154
Cl 0.4637 0.3537 -2.1793
H 0.7815 1.3423 -1.4528
H -1.0333 -1.1942 0.2672

Computed properties:
**Orbital gap**: 0.3740 Ha
**LUMO**: -0.7 eV
**Charge**: 0

***

Q.
Density functional theory data (ωB97M-V/def2-TZVPD) for the molecule ClH2NOS.

CARTESIAN COORDINATES (ANGSTROEM)
N 0.4069 -0.0795 -1.3446
O -1.1975 -0.5236 0.7840
S 0.3649 -0.5433 0.3295
Cl 0.7796 1.3397 1.3247
H 1.2495 -0.5681 -1.7895
H -1.6035 0.3748 0.6959

Computed properties:
**Orbital gap (spin up / spin down)**: 0.3282 / 0.3282 Ha
**LUMO (spin up / spin down)**: -0.7 / -0.7 eV
**Charge**: 0

***

Energetically preferred structure: P | next structure: +104.9 kJ/mol

***

P.
Density functional theory data (ωB97M-V/def2-TZVPD) for the molecule C3H9N3OS.

CARTESIAN COORDINATES (ANGSTROEM)
C -0.5694 -1.2102 -1.2726
C -0.4088 0.4211 0.5644
C -0.2738 1.6823 -0.2609
H -0.0895 -2.1385 -1.6372
H -0.4370 -0.4419 -2.0254
H -1.6210 -1.4120 -1.1522
H 1.7940 -0.1975 -0.2485
H 1.4730 -1.0131 1.0324
H -0.9274 1.6073 -1.0889
H -0.5503 2.5633 0.2985
H 1.6365 2.1568 -0.1588
H -1.0943 -1.7702 2.0664
N -0.0585 -0.7944 -0.0521
N 1.3473 -1.0731 0.0472
N -0.6882 0.5818 1.8411
O 1.0262 1.8146 -0.8170
S -0.5588 -0.7762 2.8636

Computed properties:
**Orbital gap**: 0.3367 Ha
**LUMO**: 0.5 eV
**SMILES string**: CN(N)/C(CO)=N\S
**Charge**: 0

***

Q.
Density functional theory data (ωB97M-V/def2-TZVPD) for a structure of composition C3H9N3OS.

CARTESIAN COORDINATES (ANGSTROEM)
C -1.7626 1.9321 2.6140
C -0.4160 1.7453 1.7389
C -0.0828 -0.0983 0.2088
H -2.7437 2.0234 1.7488
H -2.3538 0.8531 3.2335
H -1.6433 2.7546 3.6594
H 0.4354 1.7109 2.7614
H -0.0632 2.3559 0.8795
H -1.1399 -1.6862 0.4487
H 0.2189 -2.8676 -1.1576
H 2.2866 0.5803 -0.0482
H 0.4118 1.0654 -2.8792
N -0.5109 0.2755 1.3085
N -0.5764 -1.3904 -0.3047
N 0.8553 0.3575 -0.6362
O 0.3195 -2.4444 -0.3371
S 1.0767 -0.2130 -2.2433

Computed properties:
**Orbital gap**: 0.3056 Ha
**LUMO**: -0.8 eV
**Charge**: 0

***

R.
Density functional theory data (ωB97M-V/def2-TZVPD) for the molecule C3H9N3OS.

CARTESIAN COORDINATES (ANGSTROEM)
C -1.8680 -0.9776 0.4376
C -0.9226 0.2819 0.6984
C 0.0374 0.6504 -0.4637
H -0.9718 -1.6763 -0.0850
H -2.7401 -0.7700 -0.2392
H -2.3024 -1.4412 1.4374
H -1.6144 1.1464 0.8572
H 0.8368 0.6632 1.8273
H -0.0530 -0.9287 1.9419
H 0.6918 -1.2794 -0.1932
H 2.8508 -0.5551 -1.4998
H 1.6323 1.1705 -2.5869
N -0.1943 0.2023 1.9623
N 0.9640 -0.3921 -0.6694
N 0.0303 1.8730 -0.8937
O 2.3959 -0.2547 -0.4890
S 1.2271 2.2876 -2.0422

Computed properties:
**Orbital gap**: 0.3183 Ha
**LUMO**: 0.2 eV
**SMILES string**: C[C@@H](N)/C(=N/S)NO
**Charge**: 0

***

Energetically preferred structure: P | next structure: +216.3 kJ/mol

***

P.
Density functional theory data (ωB97M-V/def2-TZVPD) for the ion C7H14N with charge +1.

CARTESIAN COORDINATES (ANGSTROEM)
C 1.8837 -0.4302 -0.8122
C 0.9120 -0.8644 0.3918
C -0.2047 0.1012 0.5642
C -0.1653 1.0655 1.7464
C -2.4389 0.7862 -0.0538
C -1.4386 -0.2192 -0.1353
C -1.4511 -1.4355 -1.0840
N 2.4735 0.8533 -0.4445
H 1.4132 -0.1853 -1.6840
H 2.6707 -1.1523 -1.0257
H 1.4515 -0.9298 1.3110
H 0.6230 -1.8214 0.1116
H 0.8307 1.6285 1.8137
H -0.3834 0.6642 2.7427
H -2.1439 1.8546 -0.1103
H -3.4753 0.4793 0.0015
H -2.4413 -1.3970 -1.5746
H -1.4172 -2.3927 -0.5053
H -0.7131 -1.3186 -1.9186
H 2.8709 1.3521 -1.2246
H -0.9077 1.8105 1.5017
H 1.7250 1.4130 -0.0299

Computed properties:
**Orbital gap**: 0.2314 Ha
**LUMO**: -6.6 eV
**Charge**: +1

***

Q.
Density functional theory data (ωB97M-V/def2-TZVPD) for a cluster of 2 separate species, C7H14N in total.

CARTESIAN COORDINATES (ANGSTROEM)
C 1.8745 -2.3647 -0.1004
C 1.8963 2.2006 -0.3661
C 1.9102 -1.4273 0.6670
C 0.6965 1.4474 0.1289
C -2.3023 0.5445 0.3562
C -1.3370 -1.5927 -0.2832
C 0.2534 0.3120 -0.4060
N -0.9991 -0.2169 0.2047
H 1.7858 -3.1550 -0.7755
H 2.3610 2.3817 0.5523
H 1.4582 2.9982 -0.8107
H 2.3541 1.4386 -1.0433
H 2.1739 -0.7021 1.3685
H 0.2388 2.0061 0.8585
H -2.9764 0.1823 1.1236
H -1.9855 1.5117 0.5520
H -2.8350 0.6496 -0.5168
H -2.2608 -1.7891 0.0352
H -1.4193 -1.5467 -1.4438
H -0.6391 -2.2538 -0.0084
H 0.5928 -0.1608 -1.2149
H -0.8408 -0.4638 1.1221

Computed properties:
**Orbital gap**: 0.3858 Ha
**LUMO**: -3.1 eV
**Charge**: +1

***

R.
Density functional theory data (ωB97M-V/def2-TZVPD) for the ion C7H14N with charge +1.

CARTESIAN COORDINATES (ANGSTROEM)
C 0.4073 1.2673 -1.9225
C -0.3831 0.1011 -1.3784
C 0.4759 -0.7942 -0.4750
C 1.4286 -1.5217 -1.0657
C -1.2559 -1.1352 2.9344
C -1.0222 -0.9940 1.4685
C 0.2093 -0.8840 0.9690
N 0.4192 2.3802 -0.8638
H -0.0338 1.7320 -2.8008
H 1.4375 0.9738 -2.1000
H -0.8012 -0.4655 -2.2133
H -1.2666 0.3638 -0.7889
H 2.1450 -2.1199 -0.5177
H 1.5511 -1.5887 -2.1422
H -1.7147 -0.2313 3.3421
H -1.7969 -2.0297 3.2423
H -0.3270 -1.1950 3.5126
H -1.9211 -0.8020 0.8907
H 1.0538 -0.8722 1.6471
H 0.7450 2.0117 0.0396
H 1.1481 3.0344 -1.1329
H -0.4986 2.7691 -0.6453

Computed properties:
**Orbital gap**: 0.3163 Ha
**LUMO**: -3.7 eV
**SMILES string**: C=C(/C=C/C)CC[NH3+]
**Charge**: +1

***

S.
Density functional theory data (ωB97M-V/def2-TZVPD) for the ion C7H14N with charge +1.

CARTESIAN COORDINATES (ANGSTROEM)
C 0.6299 -1.0013 -1.4331
C -0.6445 -0.7083 -1.5942
C 0.7977 -0.2049 -0.1124
C -0.7866 0.0621 -0.2985
C 1.0499 -1.0737 1.1302
C 1.6660 1.0281 -0.1089
C -1.2716 1.5020 -0.3601
N -1.5228 -0.6935 0.8026
H 1.4607 -1.2558 -2.0817
H -1.3442 -0.8623 -2.4011
H 2.1444 -1.3003 1.2796
H 0.5863 -2.0038 1.1251
H 0.7840 -0.6010 2.1203
H 1.1784 1.8666 0.4970
H 1.9354 1.2899 -1.0904
H 2.5961 0.8059 0.4508
H -1.5160 1.8627 -1.3546
H -0.6826 2.2134 0.1468
H -2.1892 1.6367 0.1385
H -2.1986 -0.0618 1.0164
H -0.7512 -0.8663 1.6124
H -1.9216 -1.6345 0.5151

Computed properties:
**Orbital gap**: 0.4077 Ha
**LUMO**: -3.2 eV
**SMILES string**: CC1(C)C=C[C@@]1(C)[NH3+]
**Charge**: +1

***

Energetically preferred structure: R | next structure: +100.1 kJ/mol

***

P.
Density functional theory data (ωB97M-V/def2-TZVPD) for a cluster of 2 separate species, C7H14N in total.

CARTESIAN COORDINATES (ANGSTROEM)
C -0.7071 -2.2464 2.0077
C -1.2932 -1.8425 0.8352
C -2.2019 -0.6595 0.8299
C -2.6612 -0.0095 -0.2747
H -0.8843 -1.7204 2.9365
H 0.0837 -3.0099 1.9825
H -0.9790 -2.3368 -0.0950
H -2.4175 -0.2211 1.8274
H -3.2699 0.8363 -0.0485
H -2.6533 -0.3820 -1.3147
C 1.3610 1.8911 -1.7475
C 1.6140 0.8958 -0.6889
C 2.8245 0.3281 -0.4334
N 0.4400 0.4940 0.1105
H 2.2717 2.4617 -1.9154
H 1.0839 1.4114 -2.6927
H 0.5209 2.5509 -1.5988
H 2.9585 -0.4064 0.3572
H 3.6734 0.7783 -0.9881
H 0.0104 1.3226 0.5135
H 0.6002 -0.2010 0.8572
H -0.3750 0.0654 -0.4598

Computed properties:
**Orbital gap**: 0.3523 Ha
**LUMO**: -3.5 eV
**Charge**: +1

***

Q.
Density functional theory data (ωB97M-V/def2-TZVPD) for the ion C7H14N with charge +1.

CARTESIAN COORDINATES (ANGSTROEM)
C -1.5750 -0.0343 1.1743
C -2.1542 -0.3179 -0.1541
C -1.4872 0.9136 0.0523
C 1.5985 0.6648 -0.1632
C -1.4768 -1.4170 -1.0454
C 0.2136 1.2909 -0.3096
C 2.5504 0.5390 0.9576
N 2.2338 0.2544 -1.2388
H -2.0205 0.1255 2.1164
H -0.5219 -0.5127 1.4312
H -3.3096 -0.3774 -0.3126
H -1.2415 -2.3424 -0.3877
H -0.5086 -1.0106 -1.4156
H -1.8744 -1.7237 -1.9497
H 0.2944 1.7503 -1.2764
H 0.3388 2.1342 0.4288
H -1.9416 1.9608 0.0493
H 3.4568 1.1604 0.8829
H 3.0258 -0.4717 0.8437
H 2.1559 0.6854 1.9940
H 1.8200 0.1145 -2.2224
H 3.2798 0.1920 -1.2404

Computed properties:
**Orbital gap**: 0.3435 Ha
**LUMO**: -4.8 eV
**SMILES string**: CC(=[NH2+])C[C@@H]1C[C@@H]1C
**Charge**: +1

***

Energetically preferred structure: P | next structure: +119.6 kJ/mol